Record 1
The following is a DFT calculation (the ωB97M-V functional and the def2-TZVPD basis) of a cluster of 7 separate species, C47H47Br2FN2O15 in total.

Its spin multiplicity is 1. Its LUMO energy is -1.68 eV. The SMILES is CCON[C@H]([C@@H](O[C@H](O)CN)[C@@H](Br)[C@H](C)Br)[C@@H](C)F.O=C1C=CC(=O)C=C1.O=C1C=CC(=O)C=C1.O=C1C=CC(=O)C=C1.O=C1C=CC(=O)C=C1.O=C1C=CC(=O)C=C1.O=C1C=CC(=O)C=C1. The HOMO-LUMO gap comes out at 6.958 eV.

Last column: Löwdin charge in e.
Atoms and positions in Å:
Br  -6.0916  3.4743  4.7966  0.841
Br  -3.2509  -0.1031  3.8605  0.847
F  -1.8454  1.0204  -0.3397  -0.062
O  -5.4505  -5.1350  -7.3915  0.109
O  -0.6391  0.8090  2.3375  -0.232
O  -2.0483  -4.3578  -9.8420  0.085
O  -1.7041  -3.1597  -1.3949  0.098
O  -1.3031  0.8533  -9.2751  0.116
O  -0.3874  -4.9594  -5.8477  0.087
O  4.0660  1.1996  3.0769  0.087
O  -4.5711  4.0609  0.3075  -0.012
O  -0.3323  2.1373  -4.7342  0.102
O  7.6604  -2.3942  4.5595  0.095
O  7.7506  -0.1234  8.0916  0.092
O  2.2967  -0.6704  -3.8131  0.104
O  -3.9130  3.8753  2.5631  -0.083
O  1.5098  4.8312  -0.5643  0.105
O  11.3444  -3.7175  9.5749  0.109
N  -0.9974  2.1095  1.9970  -0.016
N  -5.0899  6.2099  2.8941  0.003
C  -0.5559  -1.3189  -8.7762  0.033
C  -5.7804  5.2869  2.0080  -0.227
C  5.7506  -1.9147  3.2742  0.024
C  -2.7930  -2.1833  -10.3374  0.025
C  -2.6094  -4.2869  -5.4466  0.030
C  8.5748  -0.9489  8.4326  -0.383
C  4.8908  0.3768  3.4179  -0.373
C  -5.1067  1.8020  4.6623  -0.758
C  -0.3970  -1.2112  -1.5687  0.033
C  -4.2904  -5.0961  -7.0373  -0.383
C  0.9914  -2.6186  -3.6375  0.029
C  10.5210  -2.8948  9.2339  -0.388
C  8.5304  -2.3355  7.9179  0.022
C  -3.2327  -5.8053  -7.7893  0.007
C  -0.7851  -2.5877  -1.9486  -0.382
C  -2.6046  -0.8724  -10.1957  0.024
C  1.8044  4.2195  -2.8154  0.022
C  1.3801  -1.2414  -3.2578  -0.383
C  -0.7446  -2.6304  -8.9187  0.025
C  9.4351  -3.2397  8.2894  0.028
C  1.0870  4.2135  -1.5199  -0.383
C  0.0892  2.7564  -3.7786  -0.395
C  4.8462  -1.0104  2.9028  0.027
C  -1.4724  -0.3398  -9.4042  -0.386
C  1.3155  1.1912  3.8176  -0.076
C  -3.8820  -4.3333  -5.8355  0.031
C  -1.9599  -5.7591  -7.4000  0.001
C  -4.1654  0.9673  0.0515  -0.007
C  -0.1640  3.4267  -1.4338  0.027
C  10.5650  -1.5072  9.7489  0.022
C  -0.6280  2.7510  -2.4844  0.004
C  0.7685  0.6861  2.4327  -0.233
C  6.8809  -0.1823  4.7336  0.025
C  -4.9740  3.9459  1.6779  -0.425
C  6.8366  -1.5689  4.2189  -0.381
C  -3.3668  2.5801  2.8078  -0.281
C  -2.7730  0.9870  0.7288  -0.304
C  1.3404  3.5428  -3.8648  0.024
C  0.6101  -0.5867  -2.1771  0.030
C  -6.1397  0.6263  4.9208  -0.177
C  -0.0148  -3.2433  -3.0291  0.002
C  -1.8766  -3.1614  -9.7110  -0.373
C  -4.3465  1.4921  3.3320  -0.571
C  9.6604  -0.6031  9.3772  0.020
C  5.9761  0.7218  4.3621  0.034
C  -2.4178  2.1978  1.6049  -0.200
C  -1.5516  -4.9987  -6.2004  -0.382
H  -4.4730  -0.0963  -0.0205  0.093
H  -1.1725  -6.2695  -7.9379  0.127
H  4.0442  -1.2437  2.2136  0.121
H  -5.7183  3.1289  1.7275  0.133
H  -2.6817  2.7502  3.6655  0.151
H  9.4192  -4.2579  7.9227  0.125
H  -4.1822  6.4347  2.5142  0.072
H  -3.2630  -0.1414  -10.6472  0.123
H  2.7177  4.7992  -2.8589  0.121
H  -2.2929  -3.7338  -4.5717  0.105
H  5.9918  1.7401  4.7289  0.126
H  -2.6099  -0.0003  1.1811  0.097
H  1.2952  1.1556  1.5793  0.119
H  7.7297  -2.5689  7.2284  0.109
H  -4.9711  1.4808  0.5922  0.051
H  -6.7087  4.9687  2.5208  0.068
H  -6.0732  -0.1702  4.1664  0.053
H  -0.7758  2.7969  2.7165  0.130
H  -0.6728  3.4317  -0.4782  0.100
H  0.5090  1.5342  4.4895  0.075
H  -5.0765  1.1018  2.6089  0.081
H  0.2661  -0.9113  -8.2013  0.126
H  1.9795  2.0395  3.6033  0.058
H  -4.1104  1.3130  -0.9958  0.094
H  11.3667  -1.2738  10.4378  0.122
H  7.6816  0.0512  5.4231  0.110
H  -6.0884  0.2649  5.9588  0.081
H  -5.1689  3.5658  -0.2477  0.081
H  -0.3130  -4.2491  -3.2949  0.108
H  -0.0855  -3.3619  -8.4667  0.120
H  -6.0713  5.7669  1.0591  0.114
H  -2.4150  3.0727  0.9255  0.143
H  1.5648  -3.0833  -4.4296  0.122
H  0.9978  -0.3951  2.3814  0.115
H  1.8600  0.3782  4.3169  0.064
H  -5.0293  5.8409  3.8297  0.012
H  -1.5399  2.1708  -2.4400  0.111
H  -3.5493  -6.3560  -8.6645  0.126
H  -7.1514  1.0653  4.8121  0.043
H  5.7348  -2.9333  2.9078  0.123
H  -4.6700  -3.8210  -5.2980  0.124
H  -0.9691  -0.7479  -0.7806  0.097
H  0.9098  0.4201  -1.9136  0.114
H  9.6761  0.4156  9.7434  0.122
H  -4.3719  1.7320  5.4818  0.070
H  1.8503  3.5346  -4.8197  0.123
H  -3.6154  -2.5910  -10.9115  0.123



Record 2
The following is a DFT calculation (the ωB97M-V functional and the def2-TZVPD basis) of an isolated molecule of C6H5NO2S.

Its spin multiplicity is 1. Its LUMO energy (spin up / spin down) is -2.21 / -1.09 eV. The HOMO-LUMO gap (spin up / spin down) comes out at 5.239 / 8.068 eV.

Last column: natural (NBO) charge in e.
Atoms and positions in Å:
S  1.8986  0.9702  -0.8281  0.339
O  -2.5057  -0.7258  -0.2170  -0.544
O  -1.5320  1.2043  0.5421  -0.320
N  1.5053  -1.2452  0.5883  -0.406
C  -0.2671  -0.6683  -0.9162  -0.022
C  -2.4355  0.3303  0.8231  0.168
C  -1.4706  -1.1709  -1.0130  0.144
C  0.9369  -0.5316  -0.3493  -0.013
C  3.1852  0.3634  0.2168  -0.406
C  2.7164  -0.7747  0.8816  -0.033
H  -2.4496  -0.1339  1.8595  0.191
H  -1.8304  -1.7969  -1.7374  0.206
H  3.3158  -1.2684  1.6067  0.206
H  -3.4431  0.8572  0.6665  0.243
H  4.1460  0.8972  0.2583  0.245



Record 3
The following is a DFT calculation (the ωB97M-V functional and the def2-TZVPD basis) of the ion C2H2BrF2N3OP with charge +1.

Its spin multiplicity is 1. Its LUMO energy is -5.96 eV. Its charge is +1. The SMILES is OP(Br)c1n[nH]c(F)[n+]1F. The HOMO-LUMO gap comes out at 7.545 eV.

Last column: natural (NBO) charge in e.
Atoms and positions in Å:
Br  -3.6856  0.9666  -0.3375  -0.112
P  -2.0326  0.1417  1.0047  0.990
F  3.3512  0.9753  -0.2502  -0.233
F  0.9527  1.5118  1.9452  -0.048
O  -2.3501  -1.5766  1.3191  -0.887
N  -0.0294  -0.5296  -1.1945  -0.117
N  0.8956  0.8453  0.7677  0.035
N  1.3220  -0.3099  -1.4195  -0.339
C  -0.3264  0.1535  0.1402  -0.011
C  1.9336  0.5350  -0.2883  0.734
H  -1.8637  -2.0292  0.5693  0.492
H  1.8327  -0.6838  -2.2560  0.495



no.,F_max (Eh/bohr)
1,0.05513
2,0.08075
3,0.15393